Version A
{"formula": "C5H9N2O2", "method": "the ωB97M-V functional and the def2-TZVPD basis", "smiles": "CC1(C)C(=[NH2+])NOC1=O", "homo_energy_ev": -15.01, "orbital_gap_ha": 0.407, "total_charge": 1, "spin_multiplicity": 1, "symbols": ["H", "N", "O", "C", "H", "O", "H", "H", "H", "C", "C", "H", "H", "C", "H", "C", "N", "H"], "coordinates": [[0.63, -0.77, -1.99], [-1.46, 1.13, 0.82], [-1.12, -2.19, 1.21], [1.52, -0.38, 0.74], [-0.47, 2.84, -1.06], [-1.73, -0.05, 1.49], [2.11, 0.42, 0.46], [1.95, -1.35, 0.59], [0.34, -2.30, -1.05], [-0.94, -1.05, 1.02], [-0.43, 1.02, 0.01], [0.82, 1.79, -1.52], [-0.95, -1.08, -1.75], [0.03, -1.17, -1.26], [-1.98, 1.89, 1.25], [0.15, -0.38, 0.11], [-0.01, 1.91, -0.84], [1.53, -0.29, 1.79]]}

---

Version B
{"formula": "C5H9N2O2", "method": "the ωB97M-V functional and the def2-TZVPD basis", "homo_energy_ev": -15.00, "orbital_gap_ha": 0.395, "total_charge": 1, "spin_multiplicity": 1, "symbols": ["H", "H", "O", "C", "N", "H", "C", "N", "C", "H", "H", "O", "H", "H", "C", "H", "H", "C"], "coordinates": [[1.19, -1.99, -1.25], [-0.76, -2.06, 1.05], [-2.32, -0.11, -0.32], [-1.18, -0.39, -0.15], [-0.19, 1.42, -1.30], [0.12, 0.82, 1.99], [1.43, -0.27, -0.17], [-0.14, 0.69, -0.10], [-0.55, -1.73, 0.03], [0.50, 2.30, 1.09], [1.55, -2.25, 0.45], [2.38, 0.38, -0.19], [0.55, 2.12, -1.33], [-1.09, 1.88, -1.42], [0.95, -1.64, -0.24], [-1.04, -2.44, -0.63], [-1.20, 1.81, 1.33], [-0.19, 1.45, 1.16]]}

---

Relative energies in kJ/mol: version A 25.0; version B 0.0

---

Version A
{"formula": "C5H13ClNOP", "method": "the ωB97M-V functional and the def2-TZVPD basis", "homo_energy_ev": [-7.68, -7.68], "orbital_gap_ha": [0.254, 0.254], "total_charge": 0, "spin_multiplicity": 1, "symbols": ["P", "H", "H", "N", "Cl", "O", "H", "H", "C", "H", "H", "H", "C", "H", "C", "H", "H", "C", "H", "H", "H", "C"], "coordinates": [[0.75, 0.34, 1.21], [-1.39, 2.58, 1.12], [1.43, -2.61, 0.82], [0.12, 1.46, -0.02], [-4.69, -0.54, -0.09], [-0.41, -0.27, 1.95], [-0.30, -2.15, -0.28], [-3.65, -0.28, 0.66], [2.02, -1.85, 0.67], [0.38, -1.93, -1.82], [-1.61, 0.94, 0.62], [1.80, -0.41, -1.00], [0.04, -1.43, -0.88], [2.33, -1.45, 1.64], [0.76, 2.23, -0.83], [-0.75, -0.62, -1.01], [2.92, -2.28, 0.30], [1.24, -0.84, -0.19], [1.70, 2.04, -1.13], [0.34, 3.15, -1.32], [-1.83, 2.06, -0.70], [-1.20, 1.84, 0.28]]}

---

Version B
{"formula": "C5H13ClNOP", "method": "the ωB97M-V functional and the def2-TZVPD basis", "smiles": "CC(C)P(O)Cl.C=NC", "homo_energy_ev": -8.83, "orbital_gap_ha": 0.356, "total_charge": 0, "spin_multiplicity": 1, "symbols": ["H", "C", "C", "H", "C", "H", "H", "H", "H", "H", "N", "C", "H", "H", "P", "H", "Cl", "H", "H", "C", "O", "H"], "coordinates": [[-2.17, -0.94, 1.62], [2.39, -0.47, -0.51], [-4.07, 1.64, 0.83], [2.83, -2.39, 0.67], [-2.45, 0.22, 1.68], [3.74, -0.86, -1.99], [2.72, 0.55, -2.41], [3.16, 0.05, 0.01], [1.26, -1.59, 1.01], [-1.04, 0.23, -0.41], [-3.29, 0.64, 0.63], [1.92, -1.79, 0.23], [-4.72, 1.91, 0.08], [-4.30, 2.17, 1.79], [0.97, 0.78, -0.09], [1.25, -2.32, -0.46], [1.55, 2.35, -1.25], [-1.58, 0.79, 1.63], [-2.86, 0.29, 2.73], [2.75, -0.46, -2.02], [-0.21, 0.20, -1.04], [2.15, -1.00, -2.72]]}

---

Relative energies in kJ/mol: version A 170.2; version B 0.0

---

Version A
{"formula": "C3H4Cl2S", "method": "the ωB97M-V functional and the def2-TZVPD basis", "homo_energy_ev": -8.87, "orbital_gap_ha": 0.321, "total_charge": 0, "spin_multiplicity": 1, "symbols": ["C", "C", "Cl", "H", "H", "H", "C", "S", "Cl", "H"], "coordinates": [[0.19, 0.06, -0.36], [0.95, -0.09, -1.35], [-2.64, -1.16, 0.85], [-0.48, -0.43, 1.51], [0.69, -0.33, -2.38], [1.32, 0.20, 1.33], [0.25, 0.26, 1.08], [-2.05, -0.41, -0.94], [-0.17, 1.88, 1.34], [1.94, 0.03, -1.08]]}

---

Version B
{"formula": "C3H4Cl2S", "method": "the ωB97M-V functional and the def2-TZVPD basis", "smiles": "C=CC(S)(Cl)Cl", "homo_energy_ev": -9.55, "orbital_gap_ha": 0.374, "total_charge": 0, "spin_multiplicity": 1, "symbols": ["C", "H", "C", "S", "C", "Cl", "Cl", "H", "H", "H"], "coordinates": [[0.06, -0.10, -0.50], [1.94, 0.75, -0.39], [-1.32, 0.04, -0.05], [-1.79, -1.60, 0.80], [0.93, 0.75, -0.04], [-1.56, 1.26, 1.17], [-2.39, 0.41, -1.38], [0.70, 1.52, 0.67], [0.11, -0.93, -1.22], [-2.17, -1.23, 2.00]]}

---

Relative energies in kJ/mol: version A 126.7; version B 0.0

---

Version A
{"formula": "C17H24O5", "method": "the ωB97M-V functional and the def2-TZVPD basis", "smiles": "C=C1OO[C@H]2C[C@H](C)[C@H]3C=CO[C@]3(C)[C@H](OC(=O)C(C)C)[C@@H]12", "homo_energy_ev": -8.62, "orbital_gap_ha": 0.342, "total_charge": 0, "spin_multiplicity": 1, "symbols": ["H", "C", "O", "C", "C", "H", "O", "H", "H", "H", "O", "C", "H", "C", "H", "O", "O", "H", "H", "H", "C", "H", "C", "H", "C", "H", "H", "H", "C", "C", "H", "H", "C", "H", "C", "H", "C", "C", "H", "C", "H", "H", "H", "C", "C", "H"], "coordinates": [[-2.39, 2.17, -1.32], [1.18, -3.23, 1.35], [0.87, -0.94, 0.72], [-1.20, 2.79, 0.34], [1.03, 0.19, -0.18], [-0.65, 1.55, 2.07], [0.49, 3.31, 1.90], [1.96, 0.07, -0.73], [0.42, 2.27, -1.91], [-1.42, -0.10, 0.45], [-0.19, -0.98, -2.01], [1.12, 1.44, 0.79], [1.61, 1.04, 1.71], [-2.31, -0.57, -1.32], [-1.83, 3.49, 0.88], [2.63, -2.08, -0.18], [1.68, 3.72, 1.14], [-1.86, -2.03, -2.86], [-0.67, 1.40, -2.97], [-4.18, 1.09, 0.02], [-3.40, 1.66, 0.48], [-3.20, 1.12, 1.44], [-0.11, -3.79, 0.71], [2.56, -4.67, 0.47], [-1.51, -1.29, -2.15], [3.01, -3.92, 2.12], [3.59, 3.47, -0.75], [-3.79, 2.67, 0.68], [2.96, 2.60, -0.57], [0.19, 1.31, -2.29], [0.09, -4.14, -0.32], [-0.94, -3.06, 0.73], [-0.15, 2.17, 1.32], [1.73, -5.19, 1.97], [-1.51, 0.36, -0.52], [-0.45, -4.64, 1.30], [1.95, 2.60, 0.37], [-2.10, 1.78, -0.34], [-3.41, -0.65, -1.27], [2.21, -4.34, 1.48], [-0.64, 3.37, -0.43], [3.17, 1.71, -1.14], [1.05, 0.93, -2.85], [1.63, -2.01, 0.53], [-0.11, 0.25, -1.22], [0.91, -2.91, 2.33]]}

---

Version B
{"formula": "C17H24O5", "method": "the ωB97M-V functional and the def2-TZVPD basis", "smiles": "C/C=C(\\C)[C@@H](O)[C@@H](C)/C=C/[C@@H](O)[C@@H](C)c1cc(O)cc(=O)o1", "homo_energy_ev": -8.74, "orbital_gap_ha": 0.337, "total_charge": 0, "spin_multiplicity": 1, "symbols": ["C", "H", "C", "O", "O", "C", "H", "H", "H", "C", "H", "H", "H", "C", "H", "O", "H", "H", "C", "H", "H", "C", "C", "C", "H", "H", "O", "C", "C", "H", "H", "C", "H", "C", "H", "H", "H", "C", "H", "H", "C", "C", "C", "O", "H", "H"], "coordinates": [[1.61, -2.52, 0.90], [-0.08, -0.67, 2.34], [0.42, -0.34, 1.44], [0.43, -5.85, 1.96], [2.26, -4.41, -1.97], [1.07, -4.87, 1.24], [2.00, -1.37, 3.49], [0.48, 3.83, 1.59], [-2.45, 3.69, 2.50], [-0.60, 2.20, -1.77], [2.38, -0.53, 0.54], [-1.05, 3.79, 3.60], [0.08, -0.50, -0.49], [1.96, 3.79, -2.34], [0.28, 1.67, -2.22], [-0.36, -0.75, 0.32], [0.47, -5.56, 2.88], [-1.28, 2.47, -2.62], [-0.55, 1.94, 1.70], [2.67, 3.00, -2.13], [1.43, 3.53, -3.28], [1.93, -4.06, -0.85], [1.47, -5.10, -0.03], [1.18, -3.52, 1.75], [3.56, -1.40, 2.53], [0.95, -3.27, 2.77], [-2.41, 3.40, -0.14], [-0.20, 3.42, -0.99], [1.04, 4.02, -1.19], [1.42, 4.77, -0.49], [-1.46, 5.12, 2.47], [-0.54, 3.43, 1.52], [1.49, 1.56, 1.05], [-1.43, 4.05, 2.59], [-1.13, 1.45, -1.18], [2.51, 4.77, -2.52], [-1.09, 4.97, 0.14], [-1.09, 3.87, 0.13], [-1.47, 1.40, 2.00], [-2.33, 2.47, -0.11], [2.56, -0.92, 2.62], [0.55, 1.14, 1.40], [1.79, -1.06, 1.30], [1.97, -2.75, -0.44], [1.21, -6.05, -0.50], [2.70, 0.14, 2.84]]}

---

Relative energies in kJ/mol: version A 143.8; version B 0.0

---

Version A
{"formula": "H3NS2", "method": "the ωB97M-V functional and the def2-TZVPD basis", "smiles": "NSS", "homo_energy_ev": -8.86, "orbital_gap_ha": 0.347, "total_charge": 0, "spin_multiplicity": 1, "symbols": ["S", "H", "H", "N", "S", "H"], "coordinates": [[0.04, 0.24, 1.03], [-1.69, -0.48, -0.15], [-1.22, 1.18, -0.56], [-1.00, 0.18, -0.20], [1.73, -0.96, 0.43], [2.13, -0.15, -0.54]]}

---

Version B
{"formula": "H3NS2", "method": "the ωB97M-V functional and the def2-TZVPD basis", "homo_energy_ev": [-9.13, -9.12], "orbital_gap_ha": [0.255, 0.286], "total_charge": 0, "spin_multiplicity": 1, "symbols": ["S", "H", "N", "S", "H", "H"], "coordinates": [[0.53, -1.54, -0.53], [1.19, 0.12, 0.86], [1.12, 0.03, -0.13], [-2.73, 0.02, -0.01], [-2.10, 1.02, 0.50], [1.98, 0.35, -0.69]]}

---

Relative energies in kJ/mol: version A 0.0; version B 211.3

---

Version A
{"formula": "C8H14N2O2", "method": "the ωB97M-V functional and the def2-TZVPD basis", "smiles": "NOC1(C2(ON3CC3)CC2)CC1", "homo_energy_ev": -8.65, "orbital_gap_ha": 0.354, "total_charge": 0, "spin_multiplicity": 1, "symbols": ["N", "H", "H", "N", "C", "H", "O", "C", "H", "H", "C", "H", "H", "H", "H", "C", "O", "H", "C", "C", "H", "H", "H", "C", "H", "C"], "coordinates": [[-2.06, 0.05, 0.01], [0.41, -1.20, -2.29], [0.56, 2.37, 1.53], [1.20, -1.53, -1.71], [-3.18, -0.60, -0.58], [-1.53, -2.08, -0.48], [0.75, -1.56, -0.43], [-2.16, -1.42, 0.10], [0.83, -0.16, 2.73], [3.28, -0.67, 0.81], [0.24, 0.84, -0.14], [-3.31, -0.49, -1.67], [0.62, 2.56, -1.68], [0.99, -1.81, 1.90], [1.90, 1.82, -0.87], [1.10, -0.70, 1.82], [-1.08, 0.47, -0.93], [-4.14, -0.43, -0.10], [2.27, -0.18, 1.06], [0.89, 1.97, -0.85], [2.35, 0.87, 1.31], [-2.25, -1.71, 1.18], [-0.82, 2.79, 0.30], [0.16, 2.19, 0.47], [2.07, -0.99, -1.83], [0.93, -0.40, 0.36]]}

---

Version B
{"formula": "C8H14N2O2", "method": "the ωB97M-V functional and the def2-TZVPD basis", "smiles": "C=C[C@H](O)C#N.CC1(O)CNC1", "homo_energy_ev": -8.34, "orbital_gap_ha": 0.332, "total_charge": 0, "spin_multiplicity": 1, "symbols": ["H", "H", "C", "H", "C", "C", "H", "H", "H", "C", "H", "H", "C", "C", "O", "C", "N", "O", "C", "H", "H", "H", "H", "N", "H", "H"], "coordinates": [[-0.74, -1.80, 0.76], [-2.45, -2.19, -0.87], [-1.81, 1.19, -0.24], [-1.46, -1.17, -1.93], [4.54, -0.48, 0.91], [-2.24, -1.15, -1.17], [-3.92, -0.66, 0.95], [-1.05, 1.65, 0.41], [2.71, 0.35, 1.57], [-1.87, -0.31, 0.02], [4.94, -0.65, 1.91], [1.96, 2.02, -0.27], [2.75, 0.30, -0.64], [3.34, 0.05, 0.72], [2.56, 1.67, -0.93], [-3.03, 0.00, 0.97], [0.45, -1.00, -0.88], [-0.66, -0.78, 0.63], [1.48, -0.44, -0.79], [-3.14, -0.74, -1.64], [-3.40, 2.08, 0.84], [3.45, -0.07, -1.41], [-1.68, 1.52, -1.28], [-3.21, 1.28, 0.25], [5.17, -0.78, 0.08], [-2.68, 0.10, 2.02]]}

---

Relative energies in kJ/mol: version A 332.3; version B 0.0

---

Version A
{"formula": "C17H21N3O5", "method": "the ωB97M-V functional and the def2-TZVPD basis", "smiles": "CCCCCOC(=O)C1=C(C)NC(=O)N[C@H]1c1ccc([N+](=O)[O-])cc1", "homo_energy_ev": -9.10, "orbital_gap_ha": 0.313, "total_charge": 0, "spin_multiplicity": 1, "symbols": ["C", "H", "C", "H", "H", "H", "H", "C", "H", "C", "O", "N", "C", "H", "H", "C", "C", "O", "H", "C", "H", "O", "C", "C", "H", "N", "O", "H", "C", "H", "H", "H", "C", "H", "H", "C", "C", "N", "C", "H", "O", "H", "C", "H", "H", "C"], "coordinates": [[0.17, 3.84, 0.26], [-4.04, -2.97, -1.99], [-2.64, -2.00, -0.70], [-3.33, -3.86, -0.12], [-0.63, 2.62, 1.84], [-0.19, 4.77, 0.69], [-3.05, -1.71, -2.77], [1.33, 3.29, 2.43], [-0.72, -2.31, 2.51], [-0.35, 2.15, -1.59], [5.48, -1.39, -0.06], [-1.24, -2.20, 1.65], [-3.57, -1.99, -1.86], [0.70, 1.87, 0.94], [-4.34, -1.24, -1.70], [-0.84, -1.11, 0.78], [-0.81, 3.39, -0.82], [-2.18, -4.22, 2.01], [0.73, 2.18, -1.77], [-2.02, -3.25, 1.31], [-1.79, 3.18, -0.38], [-2.34, 0.46, -2.20], [-1.64, 0.18, -1.25], [2.24, -2.28, -1.14], [1.40, -0.19, 2.00], [-2.69, -3.11, 0.10], [4.84, -2.58, -1.74], [3.76, -0.54, 1.34], [0.61, -1.31, 0.35], [-0.89, -0.17, 1.36], [1.14, 4.04, -0.20], [2.50, -2.86, -2.00], [-1.76, -1.00, -0.41], [-0.94, 4.20, -1.54], [1.43, 2.55, 3.23], [0.34, 2.81, 1.37], [0.92, -2.07, -0.77], [4.62, -1.91, -0.75], [3.25, -1.71, -0.37], [0.13, -2.50, -1.36], [-0.59, 0.95, -0.86], [2.31, 3.45, 1.99], [2.96, -0.96, 0.76], [1.00, 4.22, 2.87], [-0.88, 2.08, -2.54], [1.64, -0.77, 1.12]]}

---

Version B
{"formula": "C17H21N3O5", "method": "the ωB97M-V functional and the def2-TZVPD basis", "smiles": "CC/C(NCCCO)=C1\\C(=O)NC(=O)N(c2ccc(OC)cc2)C1=O", "homo_energy_ev": -8.23, "orbital_gap_ha": 0.325, "total_charge": 0, "spin_multiplicity": 1, "symbols": ["C", "H", "H", "H", "H", "H", "H", "H", "C", "H", "C", "H", "H", "C", "N", "H", "H", "C", "H", "C", "H", "O", "H", "H", "N", "C", "O", "H", "C", "C", "O", "C", "H", "C", "H", "C", "O", "H", "O", "C", "C", "C", "N", "H", "C", "C"], "coordinates": [[2.41, 0.60, -0.65], [0.29, 4.40, 0.57], [2.26, -1.61, 1.93], [-5.45, 1.34, -1.61], [4.25, -1.80, 0.50], [4.07, -1.23, -1.90], [-3.21, 2.39, -1.57], [1.82, -3.57, -0.04], [-2.70, -0.12, 0.64], [-1.93, -0.53, 1.27], [-4.67, 0.95, -0.99], [4.09, 0.18, 1.47], [-7.60, -2.02, 0.20], [-1.06, 2.91, 0.30], [2.23, -0.64, -1.07], [5.24, 1.47, 1.10], [2.71, -2.35, -2.08], [3.80, 1.13, -0.47], [1.24, -0.92, -1.08], [1.41, 2.78, 0.02], [4.32, -3.25, -0.49], [-6.21, -0.67, -0.32], [3.84, 2.15, -0.85], [-4.14, -1.57, 1.22], [0.21, 3.43, 0.30], [4.20, 1.16, 1.01], [1.72, -2.09, 1.30], [2.91, -3.78, 1.36], [-0.05, 0.82, -0.49], [-4.95, -0.18, -0.21], [2.43, 3.44, 0.11], [-2.43, 0.99, -0.14], [-5.94, -2.67, 0.19], [2.51, -3.05, 0.64], [4.51, 0.52, -1.02], [3.67, -2.45, -0.16], [-2.02, 3.56, 0.64], [-6.47, -1.61, 1.52], [-0.28, -0.31, -0.92], [-3.95, -0.71, 0.60], [-6.56, -1.80, 0.45], [-3.42, 1.52, -0.96], [-1.13, 1.60, -0.10], [3.58, 1.87, 1.54], [3.20, -1.66, -1.39], [1.28, 1.39, -0.36]]}

---

Relative energies in kJ/mol: version A 251.6; version B 0.0